(1)
The following is a DFT calculation (ωB97M-V/def2-TZVPD) of a molecular structure, C29H30FFeN4O4.

```
69
C29H30FFeN4O4 | the OMol25 dataset | ωB97M-V/def2-TZVPD
H 1.15 3.99 3.12
C -1.90 3.76 -2.12
C 0.01 -3.36 -1.41
H -2.47 5.21 -0.63
C 2.34 -0.48 -3.14
C -0.12 -0.38 -3.70
C -2.43 -1.73 -4.36
C -2.39 -1.04 -3.16
H -3.17 -2.31 -0.77
C -1.19 -0.40 -2.79
H -1.95 4.46 -2.94
C -1.53 2.45 -2.39
H 2.31 2.03 -4.24
N 1.38 -2.06 0.03
H -4.41 0.70 -3.61
H 2.43 4.50 0.96
C 0.68 2.11 2.03
H -2.38 3.51 1.23
H 3.45 3.02 -1.01
C 1.85 -0.91 2.04
F -1.79 1.03 0.93
C 2.33 -1.84 0.92
C 3.50 -2.59 0.90
C -2.19 4.18 -0.83
O 2.65 -0.45 2.84
H -1.41 -2.35 -6.14
H 1.87 3.23 -1.80
N -1.04 0.19 -1.51
C 2.43 2.63 -1.08
C -3.70 -1.38 -0.92
N 1.03 1.67 0.77
H -4.35 -1.69 -2.90
C -0.21 -1.08 -4.90
C 3.60 -3.60 -0.06
H 4.27 -2.40 1.63
C 1.40 -3.09 -0.80
C -1.35 -1.78 -5.23
C 1.78 2.63 0.26
H 4.49 -4.21 -0.10
C -2.14 3.25 0.20
H 2.52 -4.73 -1.57
C -1.79 1.96 -0.09
H 0.64 -1.09 -5.58
H -1.33 2.14 -3.40
C 1.13 0.42 -3.41
H 2.49 1.61 -1.45
H 3.23 0.12 -2.90
H -5.43 0.33 -2.21
H -3.90 1.18 -1.98
H 0.61 2.07 -4.73
C 1.46 1.41 -4.52
H 0.91 0.99 -2.51
Fe -0.31 -0.78 0.15
O -0.90 -2.65 -0.87
H -4.74 -1.49 -0.58
O -0.08 -4.26 -2.24
O 0.56 -0.80 2.04
H -3.24 -0.62 -0.29
C -1.43 1.48 -1.36
N 1.89 3.67 1.12
C 1.19 3.34 2.26
H 2.57 -1.09 -4.02
C -3.71 -0.97 -2.39
H 2.15 -1.16 -2.31
C -4.40 0.39 -2.56
H -3.34 -2.26 -4.62
H 1.71 0.90 -5.45
C 2.52 -3.89 -0.89
H 0.11 1.48 2.68
```

LUMO (spin up / spin down): 2.644 / 2.642 eV
2S+1: 5
largest force on an atom: 0.62 eV Å⁻¹
gap between HOMO and LUMO (spin up / spin down): 7.1 / 7.2 eV
expectation value of S²: 6.01
ΔE to the lowest compared entry with this formula, charge and spin: 29.01 kcal per mole
charge: -1

Löwdin population analysis, charges in e, atoms 1 to 8: 0.099 -0.115 -0.602 0.085 -0.047 -0.144 -0.044 -0.120

(2)
The following is a DFT calculation (ωB97M-V/def2-TZVPD) of a molecular structure, C29H30GdIN10O2S4Sb.

```
78
C29H30GdIN10O2S4Sb | the OMol25 dataset | ωB97M-V/def2-TZVPD
H -1.22 3.60 0.86
H -5.26 -1.61 -4.47
O -0.64 -1.27 -0.52
C 4.95 3.23 -1.11
C -1.16 -2.00 3.93
C -4.29 -0.59 -1.25
H -2.75 -1.63 5.25
H -3.04 -2.55 -2.99
C 0.67 4.32 4.15
H -4.55 -0.94 -0.23
N -3.36 -2.19 -3.87
H -1.52 1.63 2.80
N -0.64 -0.21 2.47
H -2.55 0.09 -2.30
Gd 0.30 0.58 0.21
H 5.95 1.23 -1.31
C -1.80 -1.49 -1.08
H -0.95 -3.08 4.14
C 5.22 -4.30 1.58
O -2.27 -2.60 -1.38
N -2.39 0.75 -0.23
C -1.51 0.59 3.16
C -1.19 4.85 2.66
H 3.66 4.90 -0.93
H -2.38 1.72 -0.50
S -1.00 2.10 -3.42
N -2.55 -0.94 -5.73
N 0.86 -2.05 2.79
C -0.45 5.12 3.75
H 1.15 4.32 5.15
C -2.36 -1.81 -4.73
H 5.86 3.83 -1.44
H -4.93 -2.59 -2.02
H -4.34 -0.29 -3.96
H 1.68 3.52 -0.27
H -2.91 0.68 4.79
N -1.17 -2.39 -4.66
N 4.16 -0.18 -0.03
H -0.74 6.01 4.36
C 4.18 -4.88 2.30
C 3.89 1.08 -0.42
C 2.89 -2.94 1.81
C 1.82 -1.94 1.88
H -6.11 -1.29 -2.24
C -2.32 0.09 4.16
H 6.25 -4.77 1.59
N 2.74 1.74 -0.07
C 3.40 -1.11 0.49
N 0.20 2.91 2.21
H 5.64 -2.85 -0.09
C 5.01 1.84 -1.03
H 4.34 -5.81 2.83
N 2.10 -0.94 0.96
H -3.49 -0.62 -5.97
C -2.22 -1.23 4.49
C 3.76 3.86 -0.73
H -0.45 -2.00 -5.27
S -0.37 2.78 -1.63
C -2.81 -0.29 -1.28
C 2.98 -4.18 2.47
C 5.07 -3.12 0.78
Sb 1.25 1.28 -3.93
C -0.69 3.89 1.82
C -5.01 -1.52 -2.28
H -0.83 -2.78 -3.77
H 2.14 -4.51 3.14
I 2.76 2.13 3.83
C 2.68 3.13 -0.36
C -4.52 -1.35 -3.71
C 3.90 -2.45 0.94
H -2.93 0.60 0.64
S 0.70 -0.02 -6.04
C -0.29 -1.40 2.99
H -4.75 0.41 -1.33
H -1.81 -0.31 -6.01
S 1.57 -0.50 -2.37
H -2.11 5.40 2.28
C 0.94 3.25 3.34
```

LUMO (spin up / spin down): 1.612 / 1.215 eV
2S+1: 8
largest force on an atom: 5.08 eV Å⁻¹
gap between HOMO and LUMO (spin up / spin down): 5.2 / 4.8 eV
expectation value of S²: 16.07
ΔE to the lowest compared entry with this formula, charge and spin: 51.45 kcal per mole
charge: -1

Löwdin population analysis, charges in e, atoms 1 to 8: 0.074 0.111 -0.306 -0.095 0.017 -0.163 0.061 0.073

(3)
The following is a DFT calculation (ωB97M-V/def2-TZVPD) of 2 unconnected molecules or ions with the total composition C29H30N2O2S.

```
64
C29H30N2O2S | the OMol25 dataset | ωB97M-V/def2-TZVPD
C -3.58 2.30 1.26
C -3.62 2.99 3.96
H 0.45 0.52 1.80
C 0.95 -6.43 -4.74
C -2.75 1.20 -0.71
H -5.43 2.44 -1.26
H 2.66 -0.03 3.62
C -0.35 0.58 -0.79
C -0.59 -5.27 -3.26
H 6.41 0.47 2.33
C 0.98 0.45 -0.30
C 2.07 0.21 -1.22
C 5.36 0.14 2.30
C 3.35 0.15 -0.74
H 0.13 -7.27 -2.91
S -1.34 -2.56 -3.65
H 5.94 -1.34 -0.03
H 1.57 -5.33 -6.51
H -5.74 3.26 3.56
H -0.57 0.14 -1.76
H 1.55 -7.31 -4.97
C 4.49 1.03 3.18
O -1.14 -2.33 -2.22
H -3.57 3.64 4.84
H -1.57 2.35 3.84
H -6.11 3.72 0.59
C 1.28 0.49 1.10
C -0.50 -4.15 -4.08
C -5.83 2.69 0.88
H 5.34 -0.90 2.67
H -4.70 4.53 2.89
H 1.88 0.15 -2.30
C 4.67 -0.14 -1.38
N -4.73 2.73 1.83
C 3.59 0.37 0.63
H -6.72 2.22 1.31
C -1.42 1.26 -0.14
N 4.90 0.21 0.94
H -2.92 0.73 -1.68
H -5.73 0.92 -0.40
H -1.84 3.98 3.25
H 2.45 1.69 3.38
C 0.20 -4.19 -5.27
H -0.23 2.30 1.36
C 2.98 0.81 2.99
C -4.77 3.44 3.07
C -2.26 2.97 3.25
H 4.72 2.08 2.94
C -3.80 1.76 -0.02
O -2.71 -2.74 -4.12
C 5.65 -0.28 -0.20
C -5.25 1.90 -0.32
H 4.99 0.69 -2.04
C 0.96 -5.32 -5.59
C -1.25 2.02 1.07
H -1.24 -5.24 -2.39
C -2.32 2.42 1.86
H 4.76 0.87 4.23
H 0.17 -3.33 -5.94
H 6.59 0.28 -0.33
H 4.64 -1.06 -1.98
C 0.16 -6.41 -3.59
C 2.58 0.57 1.58
H -3.84 1.97 4.32
```

LUMO: -1.761 eV
largest force on an atom: 4.52 eV Å⁻¹
gap between HOMO and LUMO: 3.3 eV

Löwdin population analysis, charges in e, atoms 1 to 8: -0.123 -0.157 0.118 -0.121 0.080 0.126 0.126 0.090

(4)
The following is a DFT calculation (ωB97M-V/def2-TZVPD) of a molecular structure, C29H30N4O12P2Sn.

```
78
C29H30N4O12P2Sn | the OMol25 dataset | ωB97M-V/def2-TZVPD
C -2.10 0.64 4.54
O -2.58 -2.01 3.93
H -2.36 4.55 -2.86
C -0.62 -1.84 -3.62
C -2.72 -1.29 -4.66
H 4.02 2.77 1.01
O -4.54 -1.34 -0.75
O 0.58 -3.45 -4.77
P -1.39 -0.94 3.81
Sn -0.97 0.55 0.67
C 1.07 1.47 -2.31
O 1.04 -3.15 -2.68
O -4.69 -0.77 -5.73
H -4.41 -0.77 -3.37
C 1.80 -3.93 2.53
O -3.02 -1.35 -6.95
C -1.46 -1.70 -4.81
C 2.66 2.24 -0.55
H 2.88 -0.54 -2.47
H 4.04 -2.66 0.20
H 3.51 -0.95 2.06
O -3.01 3.13 3.98
C 4.59 0.94 0.05
H 1.03 -3.50 3.17
H 3.89 -2.23 3.22
H 2.33 -1.38 3.31
H 3.12 -4.16 0.09
H 5.47 0.80 0.66
C 0.36 0.40 -2.59
C -3.51 0.44 5.10
C -2.70 -1.24 -2.24
H -1.50 2.32 -2.26
C -0.42 5.34 -3.33
C 1.46 -2.17 0.89
O -0.27 -1.29 4.72
H 1.63 5.84 -3.73
H -0.48 1.67 5.25
H -0.79 6.32 -3.60
C -0.81 3.09 -2.58
C -3.37 -1.05 -3.38
O -2.34 1.75 2.00
O -1.15 -0.78 2.33
H -3.00 -2.16 3.08
C 2.49 -2.84 1.70
C -1.28 -1.63 -2.23
C 3.09 -1.77 2.63
H -3.57 -0.43 5.74
P -1.92 2.11 3.41
H 2.03 3.10 -0.39
O -2.65 -0.43 -0.01
C 3.14 0.19 -1.71
H 1.34 -4.68 1.88
C 2.32 1.31 -1.53
C -3.38 -1.02 -0.91
H -1.06 -1.93 -5.78
H -3.69 3.36 3.33
C 0.55 2.82 -2.65
H -4.20 0.29 4.27
H -0.60 0.09 5.86
H -3.83 1.33 5.64
H 2.49 3.61 -3.12
C 3.78 2.05 0.24
C 1.43 3.82 -3.07
H 2.54 -4.43 3.15
N 0.42 -2.91 -3.70
N -3.53 -1.11 -5.88
H 4.31 -3.94 1.38
C -1.30 4.35 -2.92
H -0.93 -2.28 -1.44
H 4.91 -0.84 -1.10
N 0.64 -1.61 0.32
C 4.27 0.01 -0.93
C 3.55 -3.44 0.78
H -1.59 1.35 6.49
O -0.53 2.56 3.69
N -1.13 0.97 5.67
C 0.94 5.07 -3.41
C -0.27 -0.70 -2.75
```

LUMO: -0.576 eV
largest force on an atom: 0.44 eV Å⁻¹
gap between HOMO and LUMO: 7.8 eV
ΔE to the lowest compared entry with this formula, charge and spin: 0.00 kcal per mole

Löwdin population analysis, charges in e, atoms 1 to 8: -0.464 -0.113 0.106 -0.172 -0.094 0.106 0.098 0.104

(5)
The following is a DFT calculation (ωB97M-V/def2-TZVPD) of a molecular structure, C29H30N7O5PSeTeY.

```
75
C29H30N7O5PSeTeY | the OMol25 dataset | ωB97M-V/def2-TZVPD
H -2.20 -2.27 2.34
C -3.30 0.51 3.34
H -0.53 0.01 -3.63
H -0.32 -4.12 -1.42
C -0.15 3.23 1.25
C 4.48 -2.55 -0.38
C -1.63 -2.93 1.69
H 1.63 -0.95 4.22
C 0.54 1.55 -4.71
C -2.78 1.65 -1.22
Se 2.96 6.90 -3.33
H 1.61 3.27 -5.43
C -0.88 0.20 3.44
H -0.62 -5.89 -3.17
N 1.30 -0.97 -1.01
H -2.26 -3.78 1.44
N 2.43 5.36 -4.05
C -0.99 0.06 4.84
N 2.36 6.46 -1.71
C 1.78 5.29 -1.81
O 0.59 0.17 1.57
C -2.21 0.14 5.47
C 1.01 5.19 0.56
H 1.72 0.80 4.39
H 4.35 -3.02 0.59
H -4.32 0.42 5.20
H 2.53 0.01 3.03
H 2.63 -0.68 0.62
C 0.58 3.35 -0.92
C -1.18 -4.13 -2.09
C 0.62 2.73 -2.25
C 2.57 -2.50 -2.04
H 3.00 -3.23 -2.69
H -0.11 -0.11 5.44
H 5.18 -1.72 -0.30
O -1.70 -1.20 -1.66
C 0.42 0.13 2.81
H -2.34 -5.51 -3.25
C 1.65 -0.01 3.66
H 0.47 1.05 -5.66
C 2.40 -1.18 -0.31
O -2.34 -3.67 -1.37
Te -4.61 -1.75 -0.11
N -3.67 2.27 -1.60
C 1.13 4.62 -0.71
C 1.17 2.77 -4.59
P -2.44 -2.21 -0.76
N 3.19 -2.09 -0.89
O -2.04 0.56 1.38
H -0.52 -3.93 3.22
C 1.82 4.68 -3.12
C 0.35 4.49 1.55
C -2.06 0.42 2.66
N 0.04 1.52 -2.37
H 0.22 -4.02 1.62
H -4.18 0.66 2.74
Y -0.76 0.28 -0.32
C -1.47 -5.52 -2.60
H -0.68 2.66 2.00
H -4.54 2.71 -1.85
C -0.01 0.96 -3.58
H 0.62 -1.87 -2.84
C -3.36 0.36 4.70
H -2.28 0.02 6.54
H -0.99 -3.43 -2.91
H 0.23 4.91 2.54
H 1.43 6.18 0.73
C 1.40 -1.81 -2.10
N -0.04 2.67 0.06
H 0.31 -2.52 2.55
H -1.66 -6.20 -1.78
C 1.21 3.38 -3.33
H 4.88 -3.28 -1.08
O -1.34 -2.21 0.47
C -0.32 -3.37 2.30
```

LUMO: -3.302 eV
largest force on an atom: 0.58 eV Å⁻¹
gap between HOMO and LUMO: 5.8 eV
ΔE to the lowest compared entry with this formula, charge and spin: 2.99 kcal per mole
charge: +1

Löwdin population analysis, charges in e, atoms 1 to 8: 0.102 -0.002 0.106 0.110 -0.082 0.002 -0.277 0.095

(6)
The following is a DFT calculation (ωB97M-V/def2-TZVPD) of a molecular structure, C29H31BF10N11S3Sc.

```
86
C29H31BF10N11S3Sc | the OMol25 dataset | ωB97M-V/def2-TZVPD
H 3.33 -4.39 -3.31
H -0.47 1.56 -3.32
H -1.35 -1.47 3.33
N -0.99 -2.50 0.00
F 1.57 3.03 -3.43
N 1.53 -1.97 -1.99
H -3.56 4.52 -2.12
C 2.09 -1.43 -3.06
H 0.57 4.70 3.14
H 1.65 -3.95 -1.17
N 1.49 1.60 2.85
H 2.74 3.10 3.74
C -2.99 3.86 -0.09
H 3.39 -2.15 -4.53
C -0.82 4.25 -0.37
F -2.40 -5.01 0.71
F 5.79 2.95 -1.38
N -3.08 -4.10 3.92
C -1.18 -4.70 1.18
C 2.30 0.42 3.12
H -1.37 -2.10 -2.90
H -3.87 3.55 0.44
S -0.62 0.23 1.73
C 0.66 -5.41 2.58
C 0.76 -3.40 1.32
C -0.53 -3.51 0.79
H -0.74 -0.58 -3.51
H 3.09 0.31 2.38
N 0.64 0.91 -1.62
C 2.37 2.48 -2.50
C 0.73 3.65 3.00
C 1.36 -4.28 2.18
F 2.59 -4.06 2.63
C 4.14 1.41 -0.67
C 0.25 1.62 2.31
H -3.66 -1.04 -1.40
F 4.97 0.86 0.23
H -2.63 1.31 -2.26
H 2.75 0.53 4.10
F 1.49 -2.29 0.94
S 0.85 4.46 -0.20
N -1.49 4.56 -1.52
H -1.92 4.30 2.73
N -1.63 -0.46 -1.61
N 2.86 -2.33 -3.70
F 2.46 -0.11 0.00
C 2.86 0.94 -0.81
C 1.80 2.87 3.29
H 1.66 -0.46 3.10
F 1.20 -6.31 3.41
C 1.89 1.46 -1.66
C -2.36 -2.51 -0.48
B -1.66 3.35 2.02
C -2.72 -1.08 -0.84
S -4.01 -1.93 2.73
C -1.75 1.02 -1.66
H -0.20 4.44 -3.18
C -0.48 1.62 -2.23
H -0.29 6.01 -2.40
H -4.02 -4.43 3.84
H -3.07 -2.83 0.28
N -1.75 3.80 0.51
N -0.22 2.86 2.40
Sc 0.24 -0.78 -0.38
H -0.46 2.68 -1.96
N -1.60 -2.36 3.74
H -2.45 -4.58 4.54
C -2.84 -2.83 3.50
C 3.65 2.98 -2.39
H -1.66 5.44 -3.38
H -2.49 -3.18 -1.34
H 1.96 -0.41 -3.38
C -1.55 -1.03 -2.96
F -1.29 -6.70 2.40
C -0.61 -5.60 2.05
H -1.90 1.36 -0.64
C 2.80 -3.51 -3.00
C 4.55 2.46 -1.47
C 1.97 -3.27 -1.95
H -2.49 -0.86 -3.50
C -0.88 5.15 -2.69
C -2.84 4.32 -1.35
H -2.43 2.44 2.16
H -0.87 -2.96 4.09
H -2.85 -0.51 0.08
F 4.04 3.98 -3.18
```

LUMO: -0.131 eV
largest force on an atom: 0.93 eV Å⁻¹
gap between HOMO and LUMO: 6.7 eV
ΔE to the lowest compared entry with this formula, charge and spin: 0.00 kcal per mole

Löwdin population analysis, charges in e, atoms 1 to 8: 0.117 0.116 -0.009 -0.066 0.078 0.005 0.114 -0.157